{"formula": "C5H20BrN6O6", "method": "ωB97M-V/def2-TZVPD", "total_energy_ha": -3556.68186, "lumo_energy_ha": 0.0954, "gap_ha": 0.342, "de_lowest_kj_mol": 13.71, "total_charge": -1, "species": ["Br", "C", "O", "N", "N", "H", "H", "H", "H", "C", "O", "N", "N", "H", "H", "H", "H", "C", "O", "N", "N", "H", "H", "H", "H", "C", "C", "O", "O", "H", "H", "H", "H", "H", "H", "O", "H", "H"], "positions_angstrom": [[-0.11900, 0.31895, -0.41816], [0.00278, 4.17192, -1.66718], [0.09741, 5.23071, -2.27459], [0.98350, 3.39662, -1.46027], [-1.09375, 3.72633, -1.22774], [0.90906, 2.45903, -1.09218], [1.87758, 3.53094, -1.91046], [-0.98159, 2.87450, -0.69679], [-1.91628, 4.30932, -1.16709], [2.38284, 0.13842, 3.38836], [3.48549, 0.15233, 2.95988], [1.26450, 0.18097, 2.71699], [2.02625, 0.16430, 4.65394], [1.34735, 0.35041, 1.72476], [0.36290, 0.15809, 3.17163], [1.05273, 0.05302, 4.89884], [2.76705, 0.19306, 5.33986], [-2.69732, 0.74493, -3.74461], [-3.52865, 0.72652, -4.70016], [-2.12632, -0.25663, -3.23034], [-2.23957, 1.84942, -3.13658], [-2.26812, -1.19976, -3.56276], [-1.32643, -0.03928, -2.65325], [-2.76198, 2.69974, -3.29198], [-1.82713, 1.77508, -2.21763], [-0.05413, -4.25896, 1.95852], [-0.15966, -3.21180, 0.83009], [-1.40088, -2.57832, 0.89305], [0.18330, -3.53776, 3.15392], [0.61514, -5.11128, 1.84128], [-0.98701, -4.79164, 2.14315], [-0.23489, -3.75543, -0.11166], [0.62531, -2.45882, 0.90050], [-1.15026, -1.71519, 0.55570], [-0.45058, -2.81875, 3.10099], [2.60875, -1.03403, -2.22283], [2.74416, -1.87154, -1.77958], [1.98753, -0.56524, -1.66556]], "forces_ev_per_angstrom": [[-0.06, -0.02, 0.01], [0.89, 4.58, -3.07], [0.17, 1.41, -0.57], [6.07, -3.83, 0.71], [-5.54, -2.18, 2.73], [-0.40, 0.00, 0.12], [-0.43, 0.52, -0.03], [-0.94, 0.01, 0.37], [0.37, -0.24, 0.02], [-1.47, 0.33, 0.62], [3.16, -0.02, -1.14], [-2.29, -0.05, -3.86], [0.77, -0.12, 4.62], [-0.66, -0.21, -0.05], [0.32, 0.17, -0.68], [0.72, 0.07, 0.44], [-0.51, -0.21, 0.11], [-3.61, 2.67, -3.85], [1.26, 0.18, 1.74], [2.41, -5.36, 1.72], [-0.43, 2.76, 0.22], [0.05, 0.40, -0.01], [0.03, -0.80, 0.25], [0.24, -0.15, -0.10], [-0.06, -0.03, -0.27], [-0.77, 0.64, 0.26], [-0.18, -2.59, -0.34], [-0.50, 0.75, 0.97], [0.64, -0.21, 0.61], [0.86, 0.67, -0.15], [-0.66, 0.15, -0.72], [1.10, -0.07, -0.42], [0.40, -0.40, -0.16], [-0.75, 0.92, -0.24], [-0.11, 0.23, 0.17], [0.41, -0.12, -0.44], [0.02, -0.15, 0.13], [-0.49, 0.28, 0.31]]}


{"formula": "C5H12N2O2", "method": "ωB97M-V/def2-TZVPD", "total_energy_ha": -457.65421, "lumo_energy_ha": 0.0306, "gap_ha": 0.339, "de_lowest_kj_mol": 248.65, "species": ["C", "C", "C", "C", "N", "N", "C", "O", "O", "H", "H", "H", "H", "H", "H", "H", "H", "H", "H", "H", "H"], "positions_angstrom": [[-0.91020, 0.17612, 0.58964], [1.90870, 0.51212, -1.17405], [1.99059, -1.45586, 0.18709], [-0.96447, 1.70731, 0.51906], [1.25537, -0.23953, -0.11694], [-0.17041, -0.43891, -0.46590], [-2.26774, -0.58999, 0.31713], [-2.98774, -0.63227, 1.44945], [-2.74725, -0.91099, -0.74127], [-3.91533, -0.83740, 1.24389], [-0.45677, -0.30351, -1.43037], [-0.63760, -0.08708, 1.61626], [2.00071, -0.06592, -2.10625], [2.90259, 0.81095, -0.84378], [1.34686, 1.42217, -1.37654], [1.49138, -1.96445, 1.00768], [2.07541, -2.12751, -0.67750], [2.99650, -1.18818, 0.50776], [-1.25059, 2.04715, -0.47494], [-1.69198, 2.07891, 1.23698], [0.03196, 2.08686, 0.73258]], "forces_ev_per_angstrom": [[-2.45, -0.97, -1.53], [0.03, 0.08, 0.14], [-0.59, -0.12, -0.23], [-0.52, -0.45, -0.06], [-0.73, 0.76, -1.30], [3.74, -1.13, 1.93], [-0.92, 2.34, 0.33], [-0.30, -0.10, 0.69], [0.71, -0.07, 0.24], [0.28, -0.24, -0.14], [0.18, 0.32, 0.31], [0.54, -0.46, -0.50], [0.03, 0.02, -0.04], [0.12, -0.08, -0.05], [-0.05, 0.01, -0.03], [0.00, -0.17, -0.01], [-0.06, -0.10, 0.02], [-0.02, 0.12, 0.03], [-0.09, -0.04, -0.08], [0.09, 0.24, 0.13], [0.00, 0.04, 0.16]]}


{"formula": "C6H10", "method": "ωB97M-V/def2-TZVPD", "total_energy_ha": -234.55145, "lumo_energy_ha": 0.0423, "gap_ha": 0.380, "de_lowest_kj_mol": 134.05, "species": ["C", "C", "C", "C", "C", "C", "H", "H", "H", "H", "H", "H", "H", "H", "H", "H"], "positions_angstrom": [[-0.19459, 0.44875, 1.73629], [-0.14711, 0.02610, 0.25602], [1.02286, -0.84329, -0.09065], [1.80748, -0.63841, -1.14598], [-0.66676, 0.86072, -0.90150], [-1.51389, -0.23348, -0.34218], [-1.12604, 0.10499, 2.20489], [0.62012, -0.02296, 2.29980], [-0.11952, 1.52774, 1.90237], [1.26160, -1.65313, 0.60200], [1.65211, 0.21712, -1.79773], [2.62676, -1.29884, -1.40715], [-0.92536, 1.90717, -0.78398], [-0.25543, 0.63666, -1.88314], [-1.69973, -1.12314, -0.93564], [-2.34250, 0.08400, 0.28659]], "forces_ev_per_angstrom": [[0.02, 0.08, 0.00], [0.04, -0.04, 0.00], [0.04, -0.01, -0.16], [-0.02, -0.05, 0.08], [0.02, 0.21, 0.00], [-0.19, -0.18, 0.01], [0.19, 0.14, -0.13], [-0.08, 0.15, -0.20], [0.04, -0.08, -0.16], [-0.18, 0.03, -0.16], [0.05, -0.22, 0.04], [-0.01, 0.04, 0.20], [-0.14, -0.14, 0.24], [0.03, 0.17, 0.33], [0.08, 0.14, -0.01], [0.10, -0.23, -0.06]]}


{"formula": "C4H8O2", "method": "ωB97M-V/def2-TZVPD", "total_energy_ha": -307.64994, "lumo_energy_ha": 0.0408, "gap_ha": 0.386, "de_lowest_kj_mol": 164.08, "species": ["C", "C", "O", "C", "C", "O", "H", "H", "H", "H", "H", "H", "H", "H"], "positions_angstrom": [[-0.02337, 1.35636, 0.20164], [0.46494, 0.73531, -1.10320], [-0.23340, -0.49111, -1.28064], [0.02355, -1.37065, -0.20145], [-0.34208, -0.71782, 1.12808], [0.32355, 0.52581, 1.29300], [0.16955, 2.40445, 0.41260], [-1.11449, 1.46063, 0.09318], [0.18231, 1.38828, -1.92948], [1.55072, 0.53516, -1.16421], [1.08570, -1.66402, -0.20262], [-0.58620, -2.26681, -0.36623], [-0.07316, -1.36005, 1.97311], [-1.42761, -0.53554, 1.14622]], "forces_ev_per_angstrom": [[-0.57, 0.15, -0.28], [-0.11, 0.34, 0.01], [0.01, -0.04, -0.12], [0.06, -0.10, 0.19], [-0.14, -0.18, -0.02], [-0.20, 0.16, -0.05], [1.27, -0.04, 0.00], [-0.19, -0.71, 0.07], [0.03, -0.11, -0.11], [-0.27, 0.27, 0.34], [-0.11, 0.07, 0.04], [0.12, 0.17, 0.04], [0.02, 0.12, -0.15], [0.09, -0.10, 0.04]]}